Here is C22H13BrCl2N2OPdS as an isolated structure in a non-equilibrium geometry from the Open Molecules 2025 dataset. Energies are from wB97M-V/def2-TZVPD.

Geometry as XYZ:
```
43
Properties=species:S:1:pos:R:3
H 0.156 -4.051 2.218
H 2.498 -3.563 -5.355
C -0.599 -2.065 2.208
H -2.540 -0.763 4.704
Br -2.577 -3.223 6.306
H 4.580 -1.730 -2.103
C -0.610 2.484 -0.181
C -1.345 4.781 0.112
H 0.986 0.977 -2.638
H -2.368 5.196 1.936
C -1.569 0.260 2.497
C -1.378 -1.082 2.922
C 1.296 -2.604 -3.881
C -1.960 -1.479 4.141
O 0.004 -1.858 1.088
C -1.869 4.440 1.345
C 0.525 1.793 -2.093
Cl 2.502 -0.685 -0.567
C -1.764 3.155 1.849
C -1.779 -2.743 4.647
H -1.436 5.790 -0.264
Cl -0.176 -2.999 -4.678
N -0.966 0.838 1.474
Pd -0.147 -0.281 -0.054
C 2.497 -3.007 -4.432
C -0.689 3.818 -0.669
S -0.342 -1.491 -2.052
H 4.622 -3.012 -4.215
H 1.007 3.261 -3.562
C -1.006 -3.693 3.979
C 1.234 -1.884 -2.672
H -2.278 0.836 3.085
N -0.033 1.501 -0.913
C 2.456 -1.578 -2.054
H -0.850 -4.674 4.398
C 3.683 -2.695 -3.791
C -1.144 2.144 1.096
H -2.155 2.941 2.832
C -0.092 4.093 -1.918
C 0.524 3.078 -2.614
H -0.121 5.099 -2.308
C -0.440 -3.346 2.780
C 3.662 -1.980 -2.607
```

Output
- Total charge: 0
- LUMO energy: -1.410 eV
- Kohn-Sham gap: 5.93 eV

Mulliken population analysis, charges in e, atoms 1 to 6: atom 1 (H): 0.45, atom 2 (H): 0.41, atom 3 (C): 0.75, atom 4 (H): 0.42, atom 5 (Br): -0.23, atom 6 (H): 0.41